Record 1
Molecular formula: C3H8N2Si2
Method: DFT, ωB97M-V/def2-TZVPD

Geometry as XYZ:
```
15
Properties=species:S:1:pos:R:3:forces:R:3
C 1.65669 1.55678 -0.04022 0.736 4.351 1.639
C 0.28363 1.80331 -0.01903 2.674 -0.530 -0.064
C 0.81333 -0.32976 -0.06451 -1.696 -1.466 0.512
N 1.96238 0.26757 0.01518 0.113 -0.303 -0.783
N -0.26123 0.57408 0.02458 -0.550 -1.544 -1.222
Si 0.85583 -2.19021 -0.09712 0.099 -1.334 0.010
Si -2.01940 0.44693 0.01277 -1.550 -0.815 -0.483
H 2.43456 2.32987 0.22630 -0.916 -0.874 -0.943
H -0.30555 2.66614 -0.14623 -0.346 0.938 0.214
H 2.09766 -2.57386 0.63129 0.039 0.153 -0.621
H 0.57383 -3.06885 -1.35133 0.475 1.159 0.624
H -0.11671 -2.73647 0.81503 -0.910 -0.058 0.476
H -2.73898 1.56755 -0.64677 0.729 0.207 -0.030
H -2.61120 0.41873 1.34666 0.302 -0.046 0.445
H -2.62486 -0.73182 -0.70660 0.801 0.160 0.227
```
Positions in Å, forces in eV/Å.

The gap between HOMO and LUMO is 9.8 eV. As for the SMILES: [SiH3]c1nccn1[SiH3]. The energy relative to the best compared isomer or geometry (same formula, charge and spin) is 0.0 kcal/mol. As for the net charge: 0.

Record 2
Molecular formula: C3H8N3
Method: DFT, ωB97M-V/def2-TZVPD

Geometry as XYZ:
```
14
Properties=species:S:1:pos:R:3:forces:R:3
C -0.86735 -0.22032 0.03329 -4.229 4.422 1.560
C 1.50870 0.87706 -0.21090 -0.747 2.214 2.435
C 1.71819 -0.54717 0.12834 0.239 -0.458 2.596
N 0.38842 -0.03704 0.06075 1.351 0.558 -1.061
N -1.47162 -1.39568 0.04336 -0.749 0.206 0.325
N -1.77668 1.18045 0.27515 4.294 -5.270 0.940
H 1.58197 1.78244 0.53646 0.172 -2.218 -1.290
H 1.65961 1.17497 -1.22549 -0.097 -0.040 -0.600
H 2.07244 -1.18395 -0.59214 0.406 -1.236 -2.354
H 2.04423 -1.01010 1.08167 -0.313 1.190 -0.108
H -0.91308 -2.10384 -0.40798 -0.495 -0.712 0.418
H -2.40273 -1.57027 0.51091 1.649 0.344 -1.117
H -1.04471 1.85628 0.14872 -0.278 0.769 -0.248
H -2.49740 1.19717 -0.38214 -1.202 0.230 -1.493
```
Positions in Å, forces in eV/Å.

The gap between HOMO and LUMO is 11.9 eV. As for the SMILES: NC(=[NH2+])N1CC1. The energy relative to the best compared isomer or geometry (same formula, charge and spin) is 73.8 kcal/mol. As for the net charge: +1.

Record 3
Molecular formula: C3H8N3
Method: DFT, ωB97M-V/def2-TZVPD

Geometry as XYZ:
```
14
Properties=species:S:1:pos:R:3:forces:R:3
C -2.20611 -0.24034 0.00544 -3.534 0.153 1.413
C -0.45386 1.28403 -0.03282 1.151 -0.572 2.532
C 1.69120 -0.21404 -0.03864 1.620 0.993 3.093
N -1.78559 1.02512 0.08245 -1.957 -0.900 -0.041
N -1.63273 -1.31513 -0.35160 1.354 -2.843 0.020
N 0.35144 0.17968 -0.32037 0.996 -0.034 -0.600
H -3.25882 -0.34875 0.33044 0.322 0.414 0.063
H -0.50515 1.87895 -0.86930 0.491 1.917 -2.801
H -0.14299 1.95390 0.74493 0.622 0.225 0.671
H 1.87358 -0.61261 1.08843 -0.893 0.388 -2.527
H 1.96506 -0.89080 -0.80791 0.439 -0.939 -0.196
H 2.47889 0.61200 -0.00016 -1.391 -0.407 -0.399
H -2.08216 -2.26195 -0.03975 0.592 2.480 -0.805
H -0.11587 -0.34577 -1.03542 0.186 -0.877 -0.424
```
Positions in Å, forces in eV/Å.

The gap between HOMO and LUMO (spin up / spin down) is 7.6 / 8.2 eV. The energy relative to the best compared isomer or geometry (same formula, charge and spin) is 137.1 kcal/mol. As for the net charge: +1.

Record 4
Molecular formula: C3H8N3
Method: DFT, ωB97M-V/def2-TZVPD

Geometry as XYZ:
```
14
Properties=species:S:1:pos:R:3:forces:R:3
C -1.19052 -1.14442 -0.44190 -0.117 -0.021 -0.047
C -0.89066 0.97640 0.31543 0.203 0.840 0.500
C -0.01522 0.00471 1.02919 0.500 0.656 -0.278
N -1.55790 0.10870 -0.63114 0.040 -0.433 -0.211
N -0.33170 -1.23090 0.56376 -0.239 -0.692 -0.123
N 2.11258 -0.30203 -0.54292 -0.831 -0.166 0.021
H -1.54000 -1.98115 -1.02064 0.001 -0.095 -0.036
H -1.60528 1.46340 0.99763 -0.018 -0.084 -0.101
H -0.34306 1.78578 -0.18447 -0.024 -0.139 0.019
H 0.56722 0.18640 1.90654 0.093 -0.107 0.211
H -2.19794 0.43108 -1.34067 0.010 -0.162 0.026
H 0.16442 -2.07581 0.82410 -0.197 0.099 -0.143
H 2.85068 -0.53048 0.11718 0.334 0.112 0.144
H 2.32019 0.63486 -0.88239 0.247 0.191 0.017
```
Positions in Å, forces in eV/Å.

The gap between HOMO and LUMO (spin up / spin down) is 7.7 / 10.1 eV. The energy relative to the best compared isomer or geometry (same formula, charge and spin) is 89.3 kcal/mol. As for the net charge: +1.

Record 5
Molecular formula: C3H8N3
Method: DFT, ωB97M-V/def2-TZVPD

Geometry as XYZ:
```
14
Properties=species:S:1:pos:R:3:forces:R:3
C -0.39973 1.03867 1.36793 -0.270 4.607 2.957
C 0.83578 0.50956 -0.41055 -0.055 2.680 -2.275
C -0.67991 -1.34577 -0.80324 -2.057 -1.815 -0.635
N -0.58653 -0.24924 1.23413 -1.868 -5.177 1.078
N 0.36420 1.58964 0.45180 3.013 0.175 -3.224
N 0.18865 -0.63922 0.21352 -0.056 -3.184 -2.251
H -0.90295 1.61654 2.01679 -1.743 1.525 2.157
H 0.32143 0.79463 -1.48835 1.851 -1.405 2.324
H 1.92636 0.34277 -0.37479 -0.391 0.373 -0.551
H -1.47885 -0.68625 -1.28844 1.334 -0.642 1.047
H -0.00348 -1.74979 -1.55845 -0.079 0.172 -0.102
H -1.18659 -2.25504 -0.29398 0.831 1.771 -0.637
H 0.80568 2.52233 0.45360 -0.445 -0.845 0.128
H 0.79594 -1.48883 0.48002 -0.065 1.765 -0.015
```
Positions in Å, forces in eV/Å.

The gap between HOMO and LUMO (spin up / spin down) is 6.2 / 9.4 eV. The multiplicity is 3. The energy relative to the best compared isomer or geometry (same formula, charge and spin) is 57.9 kcal/mol. As for the net charge: +1.

Record 6
Molecular formula: C3H8N3O
Method: DFT, ωB97M-V/def2-TZVPD

Geometry as XYZ:
```
15
Properties=species:S:1:pos:R:3:forces:R:3
C 1.09979 -0.80568 -0.42236 2.870 -3.828 -0.268
C -0.16447 1.12285 -0.25960 -0.667 -0.773 -0.687
C -1.18246 -0.96113 0.41772 -1.007 -0.740 -1.059
N -0.07367 -0.20030 -0.06144 2.055 2.889 -0.022
N 2.34697 -0.51883 -0.05314 -4.794 3.737 0.460
N -1.30657 1.70487 -0.02110 -1.142 -3.076 2.462
O 2.60910 0.62475 0.47513 0.658 -1.660 -0.461
H 1.03192 -1.82887 -0.84915 -0.272 0.881 0.266
H 0.58360 1.70255 -0.79906 0.279 -0.517 0.385
H -0.98858 -2.04446 0.47399 0.225 0.739 0.353
H -1.62660 -0.53112 1.29664 0.203 -0.276 0.879
H -1.90032 -0.81738 -0.37109 -0.935 -0.371 -0.272
H 2.97732 -1.24586 -0.26629 1.907 -0.751 -0.199
H -1.44770 2.65051 -0.19426 -0.344 1.840 -0.150
H -1.95834 1.14808 0.63399 0.963 1.906 -1.687
```
Positions in Å, forces in eV/Å.

The gap between HOMO and LUMO (spin up / spin down) is 8.8 / 8.8 eV. As for the SMILES: CN(C=[NH2+])/C=[NH+]\[O-]. The energy relative to the best compared isomer or geometry (same formula, charge and spin) is 82.8 kcal/mol. As for the net charge: +1.

Record 7
Molecular formula: C3H8N3O
Method: DFT, ωB97M-V/def2-TZVPD

Geometry as XYZ:
```
15
Properties=species:S:1:pos:R:3:forces:R:3
C -2.08099 -0.03840 0.48810 -1.282 1.328 -2.598
C -2.35848 -0.00533 -0.95932 2.208 0.088 0.022
C 1.06187 0.32084 -1.60016 -0.929 -1.161 4.296
N -1.43531 -0.17442 1.55975 4.665 -0.992 -0.530
N 0.76574 0.03284 -0.37310 -0.206 1.106 -1.297
N 1.49764 -0.96981 0.18938 0.936 -0.573 -0.792
O -3.22030 0.44024 0.06912 -1.331 -0.184 2.602
H -2.64897 -0.96317 -1.36253 0.051 0.070 -0.616
H -1.93596 0.83073 -1.54862 -0.251 -0.938 0.153
H 1.89760 -0.15120 -1.95518 2.028 -0.965 -1.721
H 0.50941 1.01795 -2.09373 -1.315 1.785 -1.439
H -1.77834 -0.23211 2.49000 -0.761 0.456 0.751
H 2.17790 -1.33051 -0.57177 -0.576 0.380 2.597
H -0.30553 -0.32665 1.41129 -3.709 0.218 0.088
H 1.79117 -0.69798 1.15369 0.472 -0.620 -1.516
```
Positions in Å, forces in eV/Å.

The gap between HOMO and LUMO is 9.3 eV. The energy relative to the best compared isomer or geometry (same formula, charge and spin) is 113.3 kcal/mol. As for the net charge: +1.

Record 8
Molecular formula: C3H8N3O
Method: DFT, ωB97M-V/def2-TZVPD

Geometry as XYZ:
```
15
Properties=species:S:1:pos:R:3:forces:R:3
C 0.47093 1.44727 -0.02598 -3.512 1.705 -0.213
C -0.86826 0.75630 -0.53147 -0.587 2.574 3.493
C 2.14459 -0.19932 -0.20539 -0.026 -1.274 1.667
N 1.55269 0.87284 0.16002 1.733 -0.351 -0.162
N -0.81206 -0.58158 -0.56936 -0.854 -2.838 -0.198
N -1.90327 -1.18086 0.26386 -0.608 1.896 -1.349
O 2.97012 -0.88646 0.53687 0.814 0.450 3.161
H 0.35219 2.54747 0.06352 0.654 -0.550 -0.243
H -1.80554 1.26450 0.08396 2.154 -0.916 -1.349
H -0.86903 1.23989 -1.48586 -0.127 0.674 -1.335
H 2.04122 -0.75034 -1.11397 -0.214 0.558 -1.165
H -2.73588 -0.44563 0.41307 1.987 -2.190 -0.184
H -1.45501 -1.43740 1.13810 -0.624 -0.318 0.342
H -2.22255 -2.01276 -0.28491 0.100 0.813 0.915
H 3.13986 -0.63391 1.55756 -0.889 -0.234 -3.380
```
Positions in Å, forces in eV/Å.

The gap between HOMO and LUMO (spin up / spin down) is 7.4 / 7.4 eV. The energy relative to the best compared isomer or geometry (same formula, charge and spin) is 121.4 kcal/mol. As for the net charge: +1.